No. 1
Entry from the OMol25 dataset: C17H34OP2Sn as an isolated structure (ωB97M-V/def2-TZVPD).

Geometry (Å):
P: -0.025 6.250 -1.237
P: -3.043 5.378 -1.139
C: -1.282 7.438 -1.907
C: -2.647 7.214 -1.270
H: -1.280 7.331 -3.007
H: -0.898 8.433 -1.645
H: -2.737 7.653 -0.260
H: -3.421 7.666 -1.905
C: -3.766 5.279 -2.836
H: -4.337 4.348 -2.941
H: -2.972 5.333 -3.595
H: -4.442 6.135 -2.966
C: -4.559 5.665 -0.146
H: -5.194 6.382 -0.685
H: -4.281 6.091 0.828
H: -5.095 4.720 -0.015
C: 1.296 6.649 -2.410
H: 2.208 6.110 -2.130
H: 1.444 7.734 -2.332
H: 0.967 6.384 -3.425
C: 0.421 7.202 0.252
H: -0.401 7.196 0.983
H: 0.590 8.228 -0.098
H: 1.342 6.803 0.692
Sn: 0.476 -0.819 1.555
C: -2.108 1.875 0.090
C: -1.990 1.664 -1.221
C: -1.402 2.576 -2.241
C: 0.115 2.354 -2.509
C: 1.070 2.463 -1.355
C: 0.890 2.993 -0.131
C: -0.305 3.735 0.402
C: -1.513 2.952 0.950
C: 2.345 -1.279 0.480
H: -2.718 1.155 0.644
H: -2.208 0.668 -1.603
H: -1.580 3.613 -1.930
H: -1.963 2.439 -3.186
H: 0.179 1.350 -2.963
H: 0.502 3.032 -3.297
H: 2.061 2.040 -1.557
H: 1.626 2.788 0.660
H: -0.681 4.346 -0.457
H: 0.068 4.423 1.195
H: -1.231 2.525 1.920
H: -2.317 3.657 1.233
H: 2.895 -2.001 1.106
H: 2.982 -0.396 0.335
H: 2.106 -1.694 -0.509
C: -1.238 -3.316 1.688
C: -1.243 -2.160 0.738
O: -1.900 -1.895 -0.231
H: -1.266 -2.950 2.742
H: -0.300 -3.894 1.556
H: -2.112 -3.982 1.513

Calculated values
Net charge: +2
Gap between HOMO and LUMO (alpha / beta), Ha: 0.20650 / 0.21551
Total energy, eV: -44616.6892


No. 2
Entry from the OMol25 dataset: C53H43Br2Cl4N2O5SeSiSn as an isolated structure (ωB97M-V/def2-TZVPD).

Geometry (Å):
Sn: 0.474 -0.329 0.273
Cl: 4.104 0.436 -5.697
C: 3.535 0.582 -4.068
C: 3.974 1.620 -3.269
Cl: 5.168 2.734 -3.847
C: 3.469 1.745 -1.970
Cl: 3.923 3.095 -0.978
C: 2.579 0.822 -1.450
O: 2.073 0.922 -0.232
C: 2.157 -0.285 -2.252
O: 1.313 -1.116 -1.733
C: 2.632 -0.354 -3.564
Cl: 2.032 -1.642 -4.556
Br: -0.532 6.289 2.961
C: -0.476 4.560 2.196
C: -0.581 3.447 3.005
C: -0.534 2.209 2.383
N: -0.377 2.061 1.076
C: -0.277 3.141 0.302
C: -0.332 4.428 0.826
C: -0.112 2.900 -1.157
C: 0.471 3.858 -1.977
C: 0.618 3.553 -3.318
Br: 1.401 4.821 -4.475
C: 0.218 2.323 -3.801
C: -0.333 1.432 -2.888
N: -0.516 1.713 -1.605
H: -0.690 3.522 4.077
H: -0.596 1.290 2.952
H: -0.267 5.298 0.191
H: 0.839 4.792 -1.583
H: 0.354 2.044 -4.836
H: -0.625 0.438 -3.207
C: -3.921 -7.756 1.372
C: -3.506 -6.515 0.634
C: -4.300 -5.996 -0.378
C: -3.930 -4.860 -1.091
C: -4.843 -4.332 -2.158
C: -2.718 -4.240 -0.770
Se: -2.218 -2.605 -1.620
C: -1.882 -4.754 0.235
C: -0.575 -4.116 0.609
C: -2.306 -5.883 0.929
H: -5.004 -7.869 1.376
H: -3.574 -7.735 2.405
H: -3.498 -8.646 0.903
H: -5.240 -6.481 -0.616
H: -5.718 -4.974 -2.249
H: -4.348 -4.291 -3.129
H: -5.160 -3.318 -1.919
H: -0.735 -3.183 1.152
H: 0.016 -3.862 -0.272
H: 0.001 -4.784 1.248
H: -1.675 -6.278 1.717
C: -3.620 2.863 4.306
C: -3.650 1.830 3.218
C: -3.877 2.212 1.898
C: -3.901 1.287 0.869
C: -4.073 1.730 -0.555
C: -3.708 -0.063 1.186
C: -3.441 -0.472 2.487
C: -3.120 -1.902 2.814
C: -3.429 0.491 3.491
C: -3.761 -1.054 0.062
O: -4.742 -1.330 -0.577
O: -2.539 -1.547 -0.157
H: -2.853 3.614 4.115
H: -3.403 2.410 5.271
H: -4.577 3.383 4.378
H: -4.015 3.261 1.662
H: -4.089 2.817 -0.615
H: -4.999 1.341 -0.980
H: -3.244 1.375 -1.173
H: -2.040 -2.060 2.773
H: -3.578 -2.605 2.117
H: -3.460 -2.152 3.820
H: -3.224 0.186 4.510
O: 0.931 -0.539 2.440
Si: 1.806 -0.361 3.769
C: 2.513 -2.026 4.308
C: 2.781 -2.990 3.335
C: 3.319 -4.224 3.669
C: 3.600 -4.523 4.994
C: 3.336 -3.583 5.979
C: 2.796 -2.351 5.634
C: 0.739 0.223 5.225
C: 0.880 1.477 5.817
C: 0.063 1.882 6.866
C: -0.914 1.028 7.350
C: -1.077 -0.224 6.774
C: -0.264 -0.613 5.722
C: 3.214 0.884 3.667
C: 3.300 1.816 2.636
C: 4.318 2.764 2.607
C: 5.268 2.796 3.614
C: 5.202 1.875 4.649
C: 4.188 0.932 4.668
H: 2.552 -2.771 2.299
H: 3.520 -4.954 2.894
H: 4.018 -5.486 5.259
H: 3.546 -3.811 7.017
H: 2.579 -1.635 6.418
H: 1.650 2.150 5.459
H: 0.196 2.861 7.309
H: -1.549 1.336 8.171
H: -1.839 -0.896 7.149
H: -0.402 -1.593 5.283
H: 2.591 1.802 1.817
H: 4.369 3.458 1.779
H: 6.064 3.530 3.587
H: 5.945 1.887 5.437
H: 4.156 0.215 5.481

Calculated values
Net charge: -1
Gap between HOMO and LUMO, Ha: 0.23835
Total energy, eV: -338114.9399